[1]
97
Properties=species:S:1:pos:R:3:lowdin_charge:R:1 method="wB97M-V/def2-TZVPD" spin_multiplicity=1 fmax_ev_per_a=3.1 e_homo_ev=-8.4 e_lumo_ev=0.31 charge=0 orbital_gap_ev=8.686
Hg 1.422 1.332 4.417 1.1064
C 3.375 0.117 1.203 -0.1251
C 2.305 0.623 0.579 -0.1114
C 1.275 -0.134 -0.205 -0.2105
C 0.003 -0.534 0.589 -0.1810
C 0.212 -1.154 1.943 -0.1318
C 1.286 -1.838 2.353 -0.1218
C 2.458 -2.279 1.521 -0.1939
C 3.671 -1.317 1.495 -0.1851
C -0.165 0.475 5.491 -0.3363
H 4.167 0.804 1.526 0.0906
H 2.080 1.698 0.649 0.1043
H 1.707 -1.016 -0.696 0.0952
H 0.928 0.552 -0.995 0.0982
H -0.613 0.376 0.717 0.1137
H -0.588 -1.227 -0.039 0.1033
H -0.641 -1.006 2.620 0.0954
H 1.359 -2.161 3.401 0.1036
H 2.148 -2.517 0.496 0.1033
H 2.835 -3.192 2.007 0.1113
H 4.178 -1.358 2.472 0.0984
H 4.400 -1.725 0.776 0.1179
H 0.135 0.455 6.552 -0.0258
H -0.346 -0.535 5.111 -0.0508
H -1.063 1.097 5.378 -0.0296
P -3.749 -2.316 -2.981 1.0515
P -1.931 -0.306 -4.403 1.0311
N -3.551 -3.922 -2.304 -0.2839
N -5.521 -2.506 -3.097 -0.2597
N -0.330 -1.005 -4.668 -0.2595
N -1.661 1.017 -5.527 -0.2800
C -3.325 -2.714 -4.734 -0.3875
C -2.893 -1.451 -5.509 -0.3884
C -2.685 -4.198 -1.237 -0.1442
C -2.599 -5.574 -1.088 -0.0975
C -3.433 -6.170 -2.093 -0.0858
C -3.998 -5.138 -2.827 -0.1377
C -6.384 -1.681 -2.361 -0.1489
C -7.680 -1.846 -2.838 -0.0984
C -7.627 -2.824 -3.887 -0.0860
C -6.300 -3.219 -4.008 -0.1646
C 0.623 -1.076 -3.643 -0.1369
C 1.674 -1.883 -4.060 -0.0877
C 1.371 -2.320 -5.390 -0.0825
C 0.154 -1.754 -5.740 -0.1668
C -1.069 1.007 -6.795 -0.1318
C -1.338 2.214 -7.425 -0.0872
C -2.130 3.001 -6.520 -0.1005
C -2.315 2.250 -5.371 -0.1553
H -4.162 -3.192 -5.261 0.0627
H -2.502 -3.444 -4.704 0.0910
H -2.338 -1.729 -6.420 0.0669
H -3.774 -0.868 -5.832 0.0911
H -2.229 -3.378 -0.704 0.0837
H -2.020 -6.101 -0.346 0.0879
H -3.607 -7.221 -2.254 0.0896
H -4.663 -5.174 -3.674 0.0825
H -5.980 -1.058 -1.579 0.0919
H -8.559 -1.324 -2.489 0.0882
H -8.450 -3.183 -4.486 0.0907
H -5.867 -3.945 -4.679 0.0817
H 0.454 -0.527 -2.729 0.0651
H 2.554 -2.132 -3.485 0.0897
H 1.964 -2.972 -6.011 0.0925
H -0.390 -1.813 -6.671 0.0875
H -0.509 0.156 -7.141 0.0798
H -1.003 2.499 -8.410 0.0892
H -2.504 3.997 -6.700 0.0878
H -2.843 2.450 -4.452 0.0909
C 3.494 1.528 6.727 -0.2230
Si 4.289 2.322 5.189 0.3530
C 5.369 3.745 5.811 -0.1944
C 5.363 0.961 4.472 -0.1952
C 2.963 2.792 3.930 -0.5392
Si 1.893 4.344 4.201 0.3468
C 2.769 5.995 3.957 -0.1874
C 0.406 4.292 3.045 -0.2109
C 1.142 4.265 5.943 -0.2006
H 4.273 1.268 7.461 0.0344
H 2.978 0.583 6.484 0.0033
H 2.766 2.174 7.236 0.0156
H 6.166 3.345 6.465 0.0308
H 5.866 4.272 4.981 0.0312
H 4.808 4.492 6.395 0.0247
H 4.820 0.010 4.391 0.0189
H 5.733 1.219 3.473 0.0250
H 6.242 0.784 5.110 0.0334
H 3.282 2.693 2.876 -0.0211
H 3.150 6.112 2.930 0.0323
H 2.057 6.820 4.128 0.0312
H 3.616 6.147 4.643 0.0202
H -0.247 3.421 3.207 0.0100
H -0.210 5.192 3.194 0.0323
H 0.711 4.283 1.991 0.0273
H 0.469 3.401 6.069 0.0078
H 1.896 4.214 6.740 0.0189
H 0.530 5.163 6.123 0.0344

***

[2]
95
Properties=species:S:1:pos:R:3:lowdin_charge:R:1 method="wB97M-V/def2-TZVPD" spin_multiplicity=2 fmax_ev_per_a=3.8 e_homo_ev="-12.7 / -13.7" e_lumo_ev="-9.39 / -8.31" charge=+2 orbital_gap_ev="3.349 / 5.414"
Re 0.311 0.829 -1.405 1.8356
C -0.277 -2.151 -2.406 -0.0440
N -0.826 -1.329 -1.312 -0.3055
C -2.278 -1.153 -1.493 -0.0441
C -0.511 -1.913 0.003 -0.1424
C -0.600 -0.848 1.083 -0.1070
N 0.273 0.324 0.770 -0.2607
C -0.205 1.492 1.576 -0.1065
C -1.614 1.963 1.322 -0.1348
C -2.424 2.315 2.360 0.0352
C -3.693 2.903 2.142 -0.1020
C -4.071 3.207 0.825 0.0599
C -3.301 2.899 -0.274 -0.0406
C -2.060 2.194 -0.018 -0.2540
O -1.336 1.765 -0.993 -0.2081
C -3.711 3.332 -1.681 -0.5228
C -5.031 4.104 -1.638 -0.0544
C -3.918 2.130 -2.627 -0.0270
C -2.634 4.287 -2.246 -0.0156
C -4.577 3.217 3.320 -0.5539
C -4.762 1.943 4.168 -0.0314
C -5.959 3.736 2.914 -0.0483
C -3.880 4.297 4.179 -0.0230
C 1.678 0.077 1.245 -0.1030
C 2.458 -1.034 0.598 -0.1478
C 3.022 -2.031 1.347 0.0350
C 3.879 -2.979 0.763 -0.1094
C 4.248 -2.779 -0.565 0.0541
C 3.742 -1.771 -1.377 -0.0407
C 2.732 -0.948 -0.796 -0.2423
O 1.998 -0.131 -1.519 -0.2092
C 4.275 -1.656 -2.810 -0.5243
C 5.812 -1.706 -2.759 -0.0297
C 3.771 -2.878 -3.606 -0.0191
C 3.891 -0.389 -3.585 -0.0428
C 4.384 -4.150 1.585 -0.5518
C 5.204 -5.142 0.758 -0.0487
C 5.263 -3.622 2.734 -0.0236
C 3.167 -4.895 2.169 -0.0325
H -0.718 -3.153 -2.398 0.1198
H 0.803 -2.248 -2.301 0.0732
H -0.502 -1.684 -3.364 0.1069
H -2.804 -2.093 -1.303 0.1181
H -2.485 -0.843 -2.515 0.1014
H -2.671 -0.395 -0.820 0.0823
H 0.492 -2.333 -0.032 0.1183
H -1.210 -2.720 0.245 0.1516
H -0.324 -1.265 2.054 0.1524
H -1.626 -0.488 1.151 0.1262
H 0.473 2.327 1.374 0.1482
H -0.112 1.238 2.634 0.1434
H -2.078 2.154 3.374 0.1262
H -5.013 3.705 0.661 0.0941
H -5.853 3.475 -1.288 0.0987
H -5.277 4.441 -2.644 0.0985
H -4.962 4.986 -1.000 0.0976
H -4.622 1.415 -2.195 0.0965
H -2.990 1.618 -2.859 0.0572
H -4.337 2.491 -3.566 0.0973
H -2.505 5.150 -1.591 0.1007
H -2.953 4.646 -3.223 0.0990
H -1.670 3.798 -2.368 0.0672
H -5.245 1.158 3.583 0.0950
H -5.398 2.173 5.021 0.0962
H -3.818 1.558 4.556 0.0769
H -6.490 3.022 2.281 0.0962
H -5.898 4.694 2.396 0.0936
H -6.556 3.891 3.810 0.0963
H -2.928 3.952 4.584 0.0827
H -4.532 4.549 5.015 0.0967
H -3.706 5.203 3.596 0.0966
H 1.646 -0.112 2.321 0.1411
H 2.229 1.008 1.083 0.1466
H 2.815 -2.080 2.410 0.1290
H 4.977 -3.450 -0.993 0.1042
H 6.183 -2.637 -2.333 0.0805
H 6.211 -0.876 -2.172 0.1028
H 6.204 -1.630 -3.773 0.0986
H 4.108 -3.811 -3.154 0.0896
H 4.159 -2.830 -4.624 0.1015
H 2.679 -2.889 -3.658 0.0765
H 4.105 0.516 -3.014 0.0955
H 2.844 -0.389 -3.876 0.0728
H 4.482 -0.346 -4.499 0.0991
H 6.137 -4.698 0.407 0.0944
H 4.641 -5.514 -0.100 0.0944
H 5.466 -5.996 1.381 0.0977
H 6.106 -3.052 2.341 0.0973
H 5.653 -4.467 3.302 0.0986
H 4.702 -2.984 3.419 0.0826
H 2.517 -5.250 1.366 0.0931
H 2.581 -4.262 2.835 0.0769
H 3.508 -5.757 2.742 0.0975
O 0.496 1.529 -2.952 -0.3819
O 0.623 2.048 -4.078 0.0377

***

[3]
121
Properties=species:S:1:pos:R:3:lowdin_charge:R:1 method="wB97M-V/def2-TZVPD" spin_multiplicity=1 fmax_ev_per_a=8.9 smiles="CB(O)OC(=O)OB(N)O.C[C@@H]1COC(=O)O1.C[C@@H]1COC(=O)O1.C[C@@H]1COC(=O)O1.C[C@@H]1COC(=O)O1.C[C@@H]1COC(=O)O1.C[C@@H]1COC(=O)O1.C[C@@H]1COC(=O)O1.C[C@@H]1COC(=O)O1" e_homo_ev=-10.2 e_lumo_ev=0.01 charge=0 orbital_gap_ev=10.229
C 1.723 1.123 -1.509 -0.0253
B 1.055 2.648 -1.375 -0.4204
O 1.429 3.623 -2.417 0.0188
O 0.197 2.887 -0.201 0.1036
C -1.169 3.311 -0.586 -0.2028
O -1.272 4.441 -1.295 0.0241
O -2.283 2.482 -0.096 0.1223
B -3.374 2.360 -1.081 -0.4836
N -3.843 0.932 -1.449 0.1408
O -4.114 3.462 -1.727 0.0560
H 0.870 0.367 -1.790 0.0874
H 2.243 0.857 -0.470 0.0811
H 2.587 1.140 -2.333 0.0844
H 0.777 3.540 -3.200 0.0856
H -3.731 0.756 -2.474 0.0787
H -3.358 0.218 -0.863 0.0630
H -4.086 3.228 -2.721 0.1324
C 3.998 6.111 -6.056 -0.0190
C 3.739 4.786 -5.367 -0.3424
C 3.943 3.600 -6.260 -0.1102
O 3.054 2.642 -5.714 0.0800
C 2.056 3.344 -5.099 -0.4741
O 1.017 2.852 -4.691 0.1177
O 2.373 4.670 -5.003 0.0966
H 3.239 6.316 -6.819 0.0950
H 3.938 6.930 -5.330 0.0892
H 4.987 6.133 -6.521 0.0919
H 4.343 4.708 -4.455 0.1659
H 4.972 3.230 -6.226 0.1457
H 3.663 3.781 -7.303 0.1439
C -5.931 -1.283 2.886 -0.0147
C -4.438 -1.534 2.821 -0.3432
C -3.622 -0.277 2.777 -0.1026
O -2.465 -0.680 2.067 0.0174
C -2.842 -1.725 1.271 -0.5201
O -2.155 -2.196 0.380 0.1320
O -4.090 -2.172 1.603 0.0883
H -6.301 -0.849 1.950 0.0977
H -6.465 -2.229 3.024 0.0835
H -6.189 -0.616 3.714 0.0930
H -4.126 -2.183 3.648 0.1614
H -3.354 0.076 3.777 0.1464
H -4.102 0.539 2.228 0.1423
C -1.820 7.122 -1.113 -0.0361
C -1.687 8.630 -1.192 -0.3471
C -2.300 9.345 -0.026 -0.1201
O -2.671 10.592 -0.585 0.0603
C -2.874 10.375 -1.919 -0.5074
O -3.392 11.178 -2.677 0.1285
O -2.424 9.140 -2.291 0.0874
H -2.864 6.810 -1.227 0.0993
H -1.264 6.653 -1.932 0.0797
H -1.433 6.736 -0.166 0.0912
H -0.635 8.912 -1.326 0.1607
H -1.587 9.489 0.791 0.1415
H -3.198 8.857 0.366 0.1417
C -5.463 -4.331 -1.871 -0.0076
C -6.639 -4.670 -0.976 -0.3401
C -7.964 -4.568 -1.668 -0.1100
O -8.846 -4.244 -0.608 0.0671
C -8.096 -3.607 0.340 -0.5009
O -8.558 -3.015 1.301 0.1265
O -6.761 -3.719 0.070 0.0812
H -5.459 -3.267 -2.134 0.0807
H -4.522 -4.525 -1.345 0.0963
H -5.475 -4.925 -2.790 0.0969
H -6.499 -5.659 -0.525 0.1628
H -8.259 -5.512 -2.137 0.1455
H -8.010 -3.769 -2.416 0.1280
C -7.141 0.449 -5.206 -0.0179
C -6.290 -0.773 -5.491 -0.3483
C -6.880 -2.046 -4.965 -0.1168
O -5.735 -2.842 -4.716 0.0425
C -4.704 -1.976 -4.480 -0.5133
O -3.615 -2.304 -4.039 0.1384
O -5.054 -0.694 -4.799 0.0787
H -7.160 0.677 -4.135 0.0953
H -6.715 1.327 -5.704 0.0880
H -8.167 0.313 -5.561 0.0927
H -6.077 -0.845 -6.564 0.1630
H -7.532 -2.532 -5.696 0.1462
H -7.428 -1.922 -4.025 0.1331
C 0.443 -1.165 2.445 -0.0068
C 1.437 -2.183 2.968 -0.3389
C 1.083 -2.722 4.321 -0.1143
O 2.349 -3.047 4.868 0.0658
C 3.257 -2.227 4.260 -0.5002
O 4.414 -2.092 4.623 0.1124
O 2.700 -1.577 3.196 0.0893
H 0.476 -0.241 3.032 0.1020
H 0.695 -0.889 1.415 0.0922
H -0.577 -1.560 2.458 0.0638
H 1.573 -2.991 2.239 0.1652
H 0.452 -3.613 4.258 0.1444
H 0.599 -1.988 4.974 0.1419
C 6.427 -3.909 3.416 -0.0287
C 7.226 -4.801 2.487 -0.3373
C 6.989 -4.515 1.035 -0.1141
O 7.224 -5.772 0.427 0.0629
C 6.958 -6.719 1.376 -0.5053
O 6.865 -7.914 1.150 0.1283
O 6.808 -6.151 2.610 0.0917
H 5.356 -4.128 3.352 0.0871
H 6.720 -4.090 4.456 0.0719
H 6.590 -2.850 3.191 0.0979
H 8.293 -4.750 2.736 0.1551
H 7.682 -3.765 0.644 0.1433
H 5.963 -4.205 0.810 0.1402
C 9.275 -2.436 8.478 -0.0214
C 9.507 -2.359 6.982 -0.3488
C 8.305 -2.738 6.171 -0.1216
O 8.879 -3.246 4.980 0.0290
C 10.119 -3.712 5.315 -0.4965
O 10.820 -4.393 4.585 0.1368
O 10.470 -3.317 6.575 0.0898
H 9.145 -3.473 8.806 0.0949
H 10.147 -2.047 9.014 0.0866
H 8.398 -1.855 8.777 0.0915
H 9.876 -1.364 6.707 0.1616
H 7.666 -1.877 5.952 0.1486
H 7.696 -3.526 6.629 0.1443

***

| no. | energy (Eh) |
| --- | --- |
| 1 | -2962.05057 |
| 2 | -1815.99555 |
| 3 | -3615.20329 |